Entry 1:
Formula: CCl2O2S
Source: OMol25
Level of theory: ωB97M-V/def2-TZVPD

Geometry (Å):
C (-0.616, -0.465, 0.075)
O (-0.820, -0.881, 1.151)
O (0.562, 1.947, 0.690)
S (0.454, 1.033, -0.381)
Cl (-1.531, -1.020, -1.339)
Cl (1.951, -0.614, -0.195)

- Orbital gap: 9.24 eV
- Highest occupied orbital energy: -10.72 eV

=====

Entry 2:
Formula: CCl3F2N
Source: OMol25
Level of theory: ωB97M-V/def2-TZVPD

Geometry (Å):
C (-0.106, 0.358, 1.265)
N (0.367, -0.575, 0.597)
F (0.245, 1.710, 1.176)
F (-0.910, -0.032, -1.814)
Cl (-0.730, -0.466, -3.444)
Cl (-1.468, 0.197, 2.193)
Cl (1.470, -0.492, -0.627)

- Orbital gap: 8.92 eV
- Highest occupied orbital energy: -10.45 eV
- SMILES: F/C(Cl)=N\Cl.FCl

=====

Entry 3:
Formula: CCl3O3S2
Source: OMol25
Level of theory: ωB97M-V/def2-TZVPD

Geometry (Å):
C (-2.575, -0.034, 0.075)
O (1.745, -1.334, -0.522)
O (1.507, 0.951, -0.969)
O (1.268, 0.302, 1.348)
S (-3.816, -1.092, 0.219)
S (1.799, 0.014, 0.056)
Cl (-0.958, -0.397, -0.331)
Cl (-2.998, 1.604, 0.079)
Cl (3.889, 0.201, 0.258)

- Orbital gap: 7.96 eV
- Highest occupied orbital energy: -6.03 eV
- Total charge: -1

=====

Entry 4:
Formula: CCl4FOP
Source: OMol25
Level of theory: ωB97M-V/def2-TZVPD

Geometry (Å):
C (-0.096, 1.024, -0.043)
O (-1.260, -2.620, -0.350)
F (0.966, 1.853, 0.045)
P (0.459, -0.760, 0.302)
Cl (-1.296, 1.468, 1.155)
Cl (-0.735, 1.030, -1.680)
Cl (1.082, -0.671, 2.153)
Cl (2.063, -0.896, -0.811)

- Orbital gap (alpha / beta): 8.22 / 8.24 eV
- Highest occupied orbital energy (alpha / beta): -10.61 / -10.60 eV

=====

Entry 5:
Formula: CCl4NOP
Source: OMol25
Level of theory: ωB97M-V/def2-TZVPD

Geometry (Å):
C (-0.028, 1.543, 0.385)
N (-1.526, -1.093, -0.669)
O (0.659, 0.573, 0.642)
P (-0.138, -1.370, -0.263)
Cl (0.746, 2.925, -0.445)
Cl (-1.634, 1.644, 0.637)
Cl (1.319, -2.092, -1.645)
Cl (0.602, -2.130, 1.358)

- Orbital gap: 8.36 eV
- Highest occupied orbital energy: -9.87 eV

=====

Entry 6:
Formula: CClIN4
Source: OMol25
Level of theory: ωB97M-V/def2-TZVPD

Geometry (Å):
C (-1.443, -1.251, -0.507)
N (1.000, 0.311, 0.668)
N (-1.070, -0.512, 0.330)
N (0.641, 1.458, 0.747)
N (0.325, 2.534, 0.958)
Cl (-1.891, -2.047, -1.788)
I (2.438, -0.492, -0.407)

- Orbital gap: 8.17 eV
- Highest occupied orbital energy: -8.93 eV

=====

What did we get for F_max? Answer: 0.0619 0.0609 0.0579 0.0756 0.0613 0.0997 hartree/bohr, in the order shown.
What did we get for E_tot? Answer: -41010.709 -45525.163 -66418.755 -65175.735 -63951.399 -27615.922 eV, in the order shown.